# 1
Molecular formula: C5H10N2S
Method: DFT, ωB97M-V/def2-TZVPD

Summary:
SMILES	C=NN1CSC[C@H]1C
HOMO level	-0.3142	Ha
LUMO	1.0	eV

ORCA input file:
```
! wB97M-V def2-TZVPD RIJCOSX def2/J DEFGRID3
* xyz 0 1
C 1.632 -1.987 0.550
N 1.188 -0.898 0.126
N 0.025 -0.574 -0.448
C -0.993 -1.593 -0.384
S -2.550 -0.675 0.042
C -1.622 0.750 0.599
C -0.519 0.814 -0.452
C 0.630 1.806 -0.116
H 2.577 -1.990 0.947
H 1.115 -2.896 0.381
H -1.229 -2.357 -1.111
H -0.732 -2.257 0.410
H -1.304 0.538 1.547
H -2.177 1.630 0.774
H -1.001 0.928 -1.544
H 1.218 1.470 0.724
H 0.244 2.736 0.201
H 1.241 1.872 -1.056
*
```

***

# 2
Molecular formula: C42H45F6NOSi
Method: DFT, ωB97M-V/def2-TZVPD

Summary:
SMILES	C#C[C@@H]1NC(=O)[C@@H](C[C@@H](C)F)[C@H]1[Si](C)(C)C.Fc1ccccc1.Fc1ccccc1.Fc1ccccc1.Fc1ccccc1.Fc1ccccc1
HOMO level	-0.3345	Ha
LUMO	0.6	eV

ORCA input file:
```
! wB97M-V def2-TZVPD RIJCOSX def2/J DEFGRID3
* xyz 0 1
C 1.368 -1.082 0.981
C 1.428 0.089 1.341
C 1.539 1.651 1.577
N 1.191 1.860 3.013
C -0.272 1.976 3.021
O -0.993 1.872 3.993
C -0.813 2.220 1.528
C -1.873 3.399 1.557
C -2.774 3.514 0.252
C -4.299 3.096 0.493
F -2.827 4.926 -0.084
C 0.452 2.300 0.559
Si 1.265 3.992 0.161
C 2.721 3.598 -1.056
C 0.143 5.232 -0.757
C 2.036 4.849 1.684
H 1.081 -1.988 0.380
H 2.590 2.070 1.467
H 1.460 2.777 3.408
H -1.377 1.314 1.123
H -1.395 4.391 1.835
H -2.586 3.163 2.418
H -2.332 2.925 -0.608
H -4.547 2.077 0.062
H -4.915 3.837 -0.119
H -4.631 3.221 1.561
H 0.429 1.779 -0.444
H 3.342 4.509 -1.286
H 3.294 2.743 -0.590
H 2.222 3.204 -2.007
H -0.623 4.735 -1.418
H -0.301 6.002 -0.049
H 0.830 5.831 -1.450
H 2.724 4.147 2.244
H 2.691 5.703 1.313
H 1.286 5.289 2.404
F 3.309 -1.354 -1.718
C 4.340 -2.090 -1.266
C 5.005 -2.935 -2.138
C 6.073 -3.692 -1.672
C 6.456 -3.604 -0.337
C 5.777 -2.755 0.530
C 4.715 -1.989 0.063
H 4.686 -2.996 -3.172
H 6.606 -4.351 -2.347
H 7.287 -4.198 0.027
H 6.074 -2.690 1.571
H 4.180 -1.317 0.722
F -6.122 1.744 2.704
C -7.147 1.236 2.001
C -8.436 1.659 2.274
C -9.495 1.136 1.543
C -9.255 0.188 0.554
C -7.957 -0.233 0.291
C -6.895 0.297 1.014
H -8.605 2.392 3.054
H -10.508 1.467 1.744
H -10.083 -0.222 -0.014
H -7.771 -0.975 -0.478
H -5.876 -0.013 0.817
F 7.682 -5.187 3.176
C 6.607 -4.970 3.953
C 5.515 -5.816 3.854
C 4.406 -5.594 4.661
C 4.396 -4.524 5.549
C 5.496 -3.678 5.635
C 6.611 -3.905 4.837
H 5.538 -6.640 3.151
H 3.549 -6.255 4.597
H 3.528 -4.349 6.175
H 5.486 -2.841 6.325
H 7.480 -3.262 4.897
F 8.797 -3.562 -3.336
C 8.968 -2.243 -3.525
C 10.065 -1.613 -2.965
C 10.244 -0.249 -3.165
C 9.318 0.470 -3.914
C 8.217 -0.174 -4.467
C 8.043 -1.539 -4.277
H 10.771 -2.187 -2.378
H 11.104 0.253 -2.737
H 9.456 1.535 -4.065
H 7.493 0.388 -5.047
H 7.195 -2.059 -4.708
F -11.630 -1.821 -1.195
C -11.640 -1.657 -2.529
C -11.126 -2.654 -3.339
C -11.140 -2.487 -4.719
C -11.658 -1.320 -5.271
C -12.168 -0.323 -4.446
C -12.164 -0.494 -3.067
H -10.719 -3.553 -2.891
H -10.747 -3.264 -5.363
H -11.665 -1.188 -6.347
H -12.568 0.588 -4.877
H -12.564 0.268 -2.409
*
```

***

# 3
Molecular formula: C14H17N5O3S7V
Method: DFT, ωB97M-V/def2-TZVPD

Summary:
HOMO level (alpha / beta)	-0.2340 / -0.2449	Ha
LUMO (alpha / beta)	0.0 / -0.3	eV

ORCA input file:
```
! wB97M-V def2-TZVPD RIJCOSX def2/J DEFGRID3
* xyz 0 4
V -0.592 0.059 -0.235
O -7.008 -1.433 1.711
C -5.889 -1.133 1.395
S -5.472 -0.361 -0.145
C -3.739 -0.271 0.132
C -3.275 -0.755 1.299
S -1.594 -0.786 1.706
S -4.466 -1.404 2.418
S -2.697 0.406 -1.077
O 3.953 -1.169 1.414
C 4.442 0.138 1.185
N 4.418 0.895 2.399
C 3.429 1.666 2.945
O 3.585 2.177 4.036
C 2.186 1.980 2.154
C 1.751 3.303 2.173
C 0.581 3.634 1.514
C -0.112 2.655 0.834
N 0.287 1.376 0.815
C 1.394 1.045 1.504
H 3.502 -1.495 0.608
H 3.857 0.649 0.417
H 5.481 0.079 0.856
H 5.183 0.733 3.037
H 2.327 4.042 2.713
H 0.205 4.647 1.537
H -1.021 2.878 0.290
H 1.623 -0.010 1.542
S 0.684 1.072 -2.176
C -0.404 0.405 -3.254
N -1.367 1.092 -3.871
C -2.335 0.321 -4.636
C -1.567 -0.886 -5.154
S -0.310 -1.228 -3.870
H -1.649 1.973 -3.465
H -2.726 0.925 -5.453
H -3.156 0.010 -3.986
H -1.037 -0.666 -6.080
H -2.194 -1.763 -5.285
N 1.235 -2.899 1.874
C 0.628 -2.885 0.689
N -0.397 -3.714 0.484
S 1.196 -1.922 -0.593
H 0.822 -3.365 2.665
H 2.054 -2.324 2.020
H -0.887 -4.115 1.267
H -0.929 -3.575 -0.357
*
```